Entry 1:
Entry from the OMol25 dataset: a single C5H6N2O molecule at a distorted geometry (ωB97M-V/def2-TZVPD).

Positions of all 14 atoms, in Å:
C  -2.0258  -0.0244  0.0126
C  -0.8508  -1.0510  0.4447
C  1.9051  0.0621  0.1549
C  1.2628  1.2442  0.2485
C  -0.0998  0.8022  -0.2803
H  -2.7939  -0.2302  0.7538
H  -2.2978  -0.4422  -1.1403
H  -0.5856  -1.0371  1.4235
H  -1.0536  -2.1250  0.2918
H  2.9032  -0.0621  0.2894
H  1.5199  2.2523  0.1708
N  0.0927  -0.5616  -0.5526
N  -1.3051  1.2491  -0.0102
O  1.2056  -1.1707  -0.1664

Cartesian forces (eV/Å) of the 6 atoms listed first:
C 0.52 -3.56 -1.88
C -4.45 -1.05 -4.81
C 0.00 -0.35 0.54
C -2.69 -3.31 -3.43
C 1.12 2.24 2.51
H -0.68 1.14 -0.45

The calculation puts the highest occupied orbital energy at -8.78 eV. The SMILES is C1=CC2=NCCN2O1. Its energy relative to the best compared isomer or geometry (same formula, charge and spin) is 5.297 eV. As for the net charge: 0. The multiplicity is 1. The largest force on an atom is 7.06 eV Å⁻¹. As for the total energy: -378.6763 hartree.


Entry 2:
Entry from the OMol25 dataset: 2 unconnected molecules or ions with the total composition CHF3OS2 at a distorted geometry (ωB97M-V/def2-TZVPD).

Positions of all 8 atoms, in Å:
C  0.0350  0.3992  -2.4684
O  -0.7254  1.9836  0.1509
F  -1.0470  1.0404  -2.8165
F  -0.1617  -0.9602  -2.7232
F  1.1012  0.7847  -3.1304
S  2.0125  1.4263  0.8274
S  0.3184  0.9699  0.0382
H  -0.2726  -0.1889  0.9461

Cartesian forces (eV/Å) of the 6 atoms listed first:
C -0.56 -2.65 -2.10
O -0.17 0.13 -0.56
F -0.01 0.35 -0.06
F 0.32 1.82 0.68
F -0.02 0.31 0.09
S 0.72 -0.15 0.32

The calculation puts the highest occupied orbital energy (alpha / beta) at -8.84 / -10.47 eV. Its energy relative to the best compared isomer or geometry (same formula, charge and spin) is 3.434 eV. As for the net charge: 0. The multiplicity is 3. The largest force on an atom is 3.51 eV Å⁻¹. As for the total energy: -1209.7363 hartree.


Entry 3:
Entry from the OMol25 dataset: 4 unconnected molecules or ions with the total composition C26H45Br2Cl6F3NO5P at a distorted geometry (ωB97M-V/def2-TZVPD).

Positions of all 89 atoms, in Å:
C  -2.5098  -1.6876  5.0376
C  -1.4432  -0.9746  4.5782
C  -1.7152  0.1884  3.6835
O  -1.2876  1.4888  4.2303
C  -1.2543  2.3494  3.1887
O  -1.1136  3.5341  3.3719
C  -1.3579  1.5959  1.8275
C  -0.2478  2.2604  0.9609
C  -0.5571  3.6977  0.5131
C  -0.7264  3.9660  -0.9793
F  -1.5963  5.0251  -1.1023
Br  -1.5003  2.5277  -2.0204
C  0.5971  4.4337  -1.6529
F  0.4179  4.5193  -2.9934
F  1.6095  3.5903  -1.3880
Br  1.0211  6.2487  -1.0658
P  -3.1589  1.5883  1.2987
O  -3.5176  3.1915  1.0564
O  -3.2421  0.7366  -0.1223
C  -1.0392  0.1653  2.3126
N  -1.7811  -0.9153  1.6310
C  0.4557  -0.2165  2.2670
C  1.3975  0.3375  3.3557
C  2.8458  0.2971  2.8257
C  3.3397  -1.1294  2.5168
C  4.0789  -1.1731  1.1665
C  3.1556  -1.4910  -0.0225
C  3.1183  -2.9901  -0.3916
C  2.0864  -3.7508  0.4550
C  1.3608  -4.8766  -0.2765
O  0.3261  -4.4170  -1.1167
C  0.6381  -4.3745  -2.4999
H  -3.3040  -1.2273  5.6192
H  -2.6295  -2.7506  4.8444
H  -0.4276  -1.2195  4.8715
H  -2.7941  0.2990  3.6382
H  0.6163  2.3277  1.6224
H  0.0813  1.6182  0.1485
H  0.2885  4.3150  0.8147
H  -1.4117  4.1038  1.0371
H  -4.4236  3.2623  0.7479
H  -3.9451  1.1184  -0.6580
H  -1.6396  -1.7968  2.0973
H  -1.5656  -0.9851  0.6461
H  0.8397  0.0163  1.2770
H  0.4908  -1.2989  2.3502
H  1.3436  -0.2720  4.2546
H  1.1608  1.3643  3.6231
H  2.8683  0.9281  1.9353
H  3.4951  0.7604  3.5676
H  2.5377  -1.8608  2.5631
H  4.0637  -1.3837  3.2912
H  4.9132  -1.8728  1.1721
H  4.4876  -0.1777  0.9957
H  3.5226  -0.9156  -0.8650
H  2.1286  -1.1826  0.1649
H  2.8449  -3.0698  -1.4426
H  4.1270  -3.3843  -0.2778
H  2.6021  -4.2066  1.3050
H  1.3241  -3.0842  0.8581
H  0.8921  -5.5078  0.4821
H  2.0947  -5.5047  -0.7903
H  -0.2680  -4.6251  -3.0533
H  1.3970  -5.1043  -2.7825
H  0.9191  -3.3695  -2.8075
Cl  -3.8131  8.8305  1.7251
C  -2.8673  7.4316  1.1498
C  -1.6949  7.1282  2.0436
Cl  -0.4331  8.3870  1.9624
H  -2.5466  7.6393  0.1321
H  -3.5409  6.5762  1.1332
H  -1.2299  6.1965  1.7284
H  -1.9974  7.0262  3.0823
Cl  2.4431  -0.9984  -3.1247
C  1.8690  -0.0651  -4.5326
C  0.3992  -0.2843  -4.7793
Cl  0.0577  -1.9456  -5.3228
H  2.4675  -0.3539  -5.3926
H  2.0548  0.9867  -4.3200
H  0.0509  0.3901  -5.5600
H  -0.1845  -0.1008  -3.8801
Cl  -2.9120  -4.0924  -5.0409
C  -2.7355  -5.5213  -6.0889
C  -1.3883  -6.1774  -5.9338
Cl  -0.0612  -5.1756  -6.5802
H  -2.9091  -5.2090  -7.1154
H  -3.5172  -6.2233  -5.8032
H  -1.3727  -7.1147  -6.4875
H  -1.1683  -6.3895  -4.8904

Cartesian forces (eV/Å) of the 6 atoms listed first:
C 0.40 -0.14 -0.19
C -0.42 0.14 0.23
C 0.50 1.46 2.74
O 0.02 0.18 -0.77
C -0.43 0.60 0.89
O 0.02 -0.66 -0.50

The calculation puts the highest occupied orbital energy at -8.28 eV. The SMILES is C=C[C@H]1OC(=O)[C@](CC[C@](F)(Br)C(F)(F)Br)(P(O)O)[C@@]1(N)CCCCCCCCCOC.ClCCCl.ClCCCl.ClCCCl. As for the net charge: 0. The multiplicity is 1. The largest force on an atom is 3.14 eV Å⁻¹. As for the total energy: -9998.7110 hartree.


Entry 4:
Entry from the OMol25 dataset: a gas-phase ion, C4H4ClF2N2 (charge +1) at a distorted geometry (ωB97M-V/def2-TZVPD).

Positions of all 13 atoms, in Å:
C  -0.9975  -1.1107  0.4922
C  -1.2266  1.1183  -0.0746
C  0.3878  -1.1783  0.0344
C  1.0441  0.2826  -0.2070
N  -1.7840  -0.0927  0.3282
N  0.0564  1.3287  -0.1859
F  -1.9636  2.0951  -0.0300
F  1.5892  0.0373  -1.7144
Cl  2.4851  0.5617  0.7362
H  -1.4106  -1.9672  1.0285
H  1.0679  -1.7690  0.6765
H  0.4778  -1.6142  -0.9918
H  0.2741  2.3084  -0.0922

Cartesian forces (eV/Å) of the 6 atoms listed first:
C -0.47 0.48 -0.15
C 1.28 -5.10 1.76
C 1.78 1.50 -0.68
C 0.93 -2.83 -2.78
N 0.37 0.78 -0.45
N 0.68 0.14 -0.39

The calculation puts the highest occupied orbital energy at -16.33 eV. The SMILES is FC1=[NH+][C@@](F)(Cl)CC=N1. Its energy relative to the best compared isomer or geometry (same formula, charge and spin) is 0.354 eV. As for the net charge: +1. The multiplicity is 1. The largest force on an atom is 5.55 eV Å⁻¹. As for the total energy: -923.9289 hartree.